Record 1
{
  "formula": "C18H20ClNO11P2RuS2",
  "method": "ωB97M-V/def2-TZVPD",
  "symbols": ["Ru", "Cl", "S", "S", "P", "P", "O", "O", "O", "O", "O", "O", "O", "O", "O", "O", "O", "N", "C", "C", "C", "C", "C", "C", "C", "C", "C", "C", "C", "C", "C", "C", "C", "C", "C", "C", "H", "H", "H", "H", "H", "H", "H", "H", "H", "H", "H", "H", "H", "H", "H", "H", "H", "H", "H", "H"],
  "positions_angstrom": [[0.6760, 0.0017, -0.0163], [1.5109, 2.5162, 1.3767], [2.6465, 0.1385, -1.5657], [0.5287, -2.4854, -0.2669], [-0.9601, -1.2398, 2.7222], [-2.8813, -0.4274, 0.5381], [1.9105, 3.2800, 0.2266], [0.0995, 2.1070, 1.2106], [-0.9434, -1.2569, 4.3313], [0.3128, -0.6524, 2.2051], [1.6884, 3.2538, 2.5882], [-3.5657, -1.1050, 3.0252], [2.2626, 1.2508, 1.4243], [-1.1876, -2.7586, 2.3794], [-4.2141, 0.1571, 0.2917], [-1.6370, 0.0985, -0.1278], [-2.9099, -2.0397, 0.2802], [-0.0327, -0.2504, -2.2639], [-0.1093, -2.9616, -4.7846], [6.5463, 0.1314, 0.8202], [-0.2492, 0.8172, -2.9986], [4.7682, 1.3477, -0.2630], [0.0950, -4.0390, -3.9743], [5.9178, -1.0625, 0.4924], [-0.3187, 2.1500, -2.3148], [-0.4014, 0.7114, -4.4017], [0.0340, -1.4946, -2.8286], [-2.4615, 1.0783, 2.8232], [-2.5248, -0.3772, 2.3581], [-0.3467, -0.5074, -4.9944], [0.2866, -3.8686, -2.5877], [0.2713, -2.6266, -1.9929], [4.7208, -1.0533, -0.2149], [4.1328, 0.1512, -0.6028], [-0.1418, -1.6683, -4.2181], [5.9651, 1.3352, 0.4397], [0.1163, -5.0380, -4.3951], [-0.4583, -0.6072, -6.0688], [-0.2517, -3.0774, -5.8538], [-0.0646, -0.9977, 4.6380], [0.6862, 2.5197, -2.0998], [-3.3865, 1.5743, 2.5295], [-0.8319, 2.8822, -2.9389], [-1.4114, -2.8670, 1.4310], [-0.5566, 1.6104, -4.9832], [-3.7936, -2.3481, 0.5171], [7.4791, 0.1246, 1.3719], [-2.3552, 1.1275, 3.9095], [6.3580, -2.0073, 0.7905], [0.4575, -4.7349, -1.9576], [-1.6218, 1.6004, 2.3699], [4.2987, 2.2831, -0.5397], [-0.8606, 2.0569, -1.3748], [4.2205, -1.9817, -0.4673], [-3.3980, -1.0743, 3.9744], [6.4410, 2.2734, 0.7018]],
  "forces_ev_per_angstrom": [[-0.05, -0.72, -0.24], [0.01, -0.18, -0.15], [-0.14, 0.14, 0.27], [0.04, 0.08, -0.03], [0.07, 0.05, 0.13], [-0.05, 0.28, 0.08], [-0.02, -0.06, 0.39], [0.48, 0.26, -0.18], [0.14, -0.09, -0.22], [-0.37, -0.01, -0.02], [-0.11, -0.22, -0.23], [0.05, 0.00, -0.14], [-0.21, 0.51, 0.02], [0.00, -0.02, 0.12], [0.12, -0.04, -0.04], [0.11, 0.02, 0.22], [-0.01, 0.01, -0.10], [0.11, -0.01, -0.26], [-0.01, 0.06, -0.04], [-0.03, -0.02, -0.02], [-0.07, -0.08, 0.09], [0.01, -0.04, -0.02], [0.03, -0.10, 0.18], [-0.08, 0.03, -0.04], [0.00, -0.04, -0.09], [-0.05, 0.14, 0.00], [-0.04, 0.18, 0.10], [-0.04, -0.09, -0.05], [0.10, 0.14, 0.14], [0.00, -0.03, -0.13], [0.01, -0.12, -0.09], [0.05, 0.03, 0.01], [-0.01, -0.01, 0.04], [0.09, -0.01, 0.04], [0.00, -0.01, 0.07], [-0.08, 0.00, -0.04], [0.01, 0.02, 0.05], [-0.01, 0.00, 0.02], [0.01, 0.02, 0.05], [-0.04, 0.03, 0.04], [0.03, -0.02, 0.03], [-0.03, -0.03, 0.02], [0.02, -0.03, -0.01], [0.03, -0.02, 0.02], [-0.02, 0.01, 0.02], [-0.02, -0.06, -0.03], [-0.02, 0.00, -0.01], [0.00, -0.03, 0.03], [-0.02, 0.01, -0.01], [-0.01, 0.04, -0.07], [-0.02, -0.02, 0.01], [0.02, 0.00, 0.02], [-0.02, 0.00, 0.07], [0.03, 0.03, 0.01], [0.03, 0.06, 0.01], [-0.02, -0.02, -0.01]],
  "largest_force_ha_per_bohr": 0.0148,
  "orbital_gap_ev": [7.09, 6.46],
  "homo_ev": [-4.67, -5.05],
  "lumo_energy_ha": [0.0887, 0.0518],
  "charge": -1,
  "e_tot_ha": -3614.5485,
  "multiplicity": 6
}

---

Record 2
{
  "formula": "BrO3S",
  "method": "ωB97M-V/def2-TZVPD",
  "symbols": ["Br", "S", "O", "O", "O"],
  "positions_angstrom": [[-1.0266, -0.9564, 1.8973], [0.2251, 0.7622, -0.3286], [1.4110, 0.5555, -1.1240], [-0.9536, 0.4802, -1.1221], [0.3441, -0.8415, 0.6775]],
  "forces_ev_per_angstrom": [[0.55, 0.03, -0.48], [-0.48, -0.44, 0.21], [1.42, -0.03, -0.12], [-1.09, 0.20, -0.04], [-0.40, 0.23, 0.43]],
  "largest_force_ha_per_bohr": 0.0277,
  "orbital_gap_ev": 8.08,
  "homo_ev": -4.65,
  "lumo_energy_ha": 0.1260,
  "charge": -1,
  "e_tot_ha": -3197.9460
}

---

Record 3
{
  "formula": "C2H3N5O",
  "method": "ωB97M-V/def2-TZVPD",
  "symbols": ["O", "N", "N", "N", "N", "N", "C", "C", "H", "H", "H"],
  "positions_angstrom": [[-0.0760, 0.9031, -1.0278], [-0.5038, -2.2621, 0.2026], [0.2793, -0.4224, 1.2362], [0.1656, 0.8802, 1.2609], [0.0798, 2.9275, 0.1812], [-0.0424, -0.5548, -1.0387], [-0.0451, -1.0255, 0.0867], [-0.1097, 1.5728, 0.0510], [0.1658, -2.7546, 0.8108], [-0.0413, -2.6374, -0.9369], [0.1278, 3.3733, -0.8261]],
  "forces_ev_per_angstrom": [[0.13, -1.55, -3.34], [3.09, -5.31, -4.09], [-0.23, 5.67, 2.51], [0.39, -3.17, 0.92], [-1.13, -3.67, -2.73], [-0.27, 3.52, -4.34], [-0.73, -0.14, 1.44], [2.33, 5.40, 2.96], [-0.71, -0.14, 0.26], [-2.59, 0.68, 4.10], [-0.29, -1.27, 2.30]],
  "largest_force_ha_per_bohr": 0.1436,
  "orbital_gap_ev": 7.86,
  "homo_ev": -9.62,
  "lumo_energy_ha": -0.0647,
  "charge": 0,
  "e_tot_ha": -426.8222
}

---

So what do the calculations give for relative energy (zero: lowest compared OMol25 entry of this formula, charge and spin)? Going down the list: 22.31, 218.94, 618.23 kJ/mol.